(1)
The following is a DFT calculation (ωB97M-V with the def2-TZVPD basis set) of a cluster of 3 separate species, C3H9N2O2S in total at a distorted geometry.

```
17
Properties=species:S:1:pos:R:3
N -0.38 1.30 -1.42
C 0.51 0.24 -0.79
C -0.33 -0.85 -0.30
S 0.55 -2.42 -0.09
C 1.19 -0.22 2.80
N 0.56 -0.34 3.97
O 1.30 0.80 2.09
H 0.10 2.01 -1.88
H 1.28 -0.11 -1.48
H 1.07 0.76 0.02
H -1.08 -1.14 -1.01
H -0.77 -0.34 0.57
H 1.31 -1.19 2.25
H 0.99 -1.08 4.43
H -2.76 1.06 -3.94
H -1.23 0.92 -2.05
O -2.28 0.60 -3.18
```

Its spin multiplicity is 1. The LUMO energy comes out at -1.2 eV. The calculation puts the energy above the lowest of the compared OMol25 structures with the same formula, charge and spin at 839.46 kJ/mol. The calculation puts the total energy at -21161.5073 eV. Its charge is -1.



(2)
The following is a DFT calculation (ωB97M-V with the def2-TZVPD basis set) of a cluster of 2 separate species, C3H9N2O2S in total at a distorted geometry.

```
17
Properties=species:S:1:pos:R:3
C -3.08 -0.10 0.33
C -0.97 -0.84 -0.85
C -1.30 1.34 0.24
N 3.70 0.05 0.30
N -1.88 0.08 -0.14
O 1.40 -1.26 0.82
O 1.41 0.75 -0.63
S 1.88 0.16 0.60
H -3.53 -1.04 0.06
H 0.03 -1.09 -0.25
H -1.43 -1.86 -0.98
H -0.58 -0.27 -1.73
H -2.19 2.14 0.16
H -0.89 1.35 1.30
H -0.56 1.60 -0.47
H 3.91 -0.92 -0.02
H 4.09 -0.09 1.25
```

Its spin multiplicity is 1. The LUMO energy comes out at 3.8 eV. The calculation puts the energy above the lowest of the compared OMol25 structures with the same formula, charge and spin at 475.64 kJ/mol. The calculation puts the total energy at -21165.2781 eV. Its charge is -1.



(3)
The following is a DFT calculation (ωB97M-V with the def2-TZVPD basis set) of a cluster of 2 separate species, C3H9N2O3 in total at a distorted geometry.

```
17
Properties=species:S:1:pos:R:3
N 2.93 -1.04 -1.13
C 1.56 -0.65 -0.94
O 0.87 -1.43 -0.24
O 1.22 0.42 -1.49
H 3.14 -2.01 -1.00
H 3.27 -0.59 -1.97
C -0.34 1.62 0.98
N -1.25 0.84 0.10
C -1.86 -0.24 0.86
O -2.70 -1.03 0.00
H -0.62 1.55 2.03
H -0.28 2.62 0.55
H 0.67 1.19 0.90
H -0.60 0.40 -0.59
H -1.11 -0.91 1.27
H -2.59 0.22 1.54
H -2.32 -0.97 -0.89
```

Its spin multiplicity is 1. The LUMO energy comes out at 4.2 eV. The calculation puts the energy above the lowest of the compared OMol25 structures with the same formula, charge and spin at 70.70 kJ/mol. The calculation puts the total energy at -12381.3896 eV. Its charge is -1.



(4)
The following is a DFT calculation (ωB97M-V with the def2-TZVPD basis set) of a cluster of 2 separate species, C3H9N2O3 in total at a distorted geometry.

```
17
Properties=species:S:1:pos:R:3
O -1.53 -0.93 1.24
C -0.81 -0.55 0.23
N 0.26 0.31 0.29
C 0.79 0.67 1.60
O 0.52 2.09 1.88
C -1.19 -0.96 -1.19
N -0.34 -2.07 -1.69
H 1.03 1.25 -1.21
H 1.90 0.73 1.54
H 0.15 0.24 2.45
H -0.97 -0.03 -1.91
H -2.34 -1.15 -1.19
H 0.68 -2.03 -1.49
H -0.65 -2.82 -1.00
H 1.33 0.45 -2.41
H 0.08 2.50 1.04
O 1.83 1.12 -1.85
```

Its spin multiplicity is 1. The LUMO energy comes out at 4.1 eV. The calculation puts the energy above the lowest of the compared OMol25 structures with the same formula, charge and spin at 251.01 kJ/mol. The calculation puts the total energy at -12379.5208 eV. Its charge is -1.



(5)
The following is a DFT calculation (ωB97M-V with the def2-TZVPD basis set) of the ion C3H9N2OS with charge +1.

```
16
Properties=species:S:1:pos:R:3
C -0.62 -0.68 1.14
C 0.96 1.75 -1.35
C 0.30 -0.20 0.01
N -1.14 -1.99 1.00
N 0.16 1.03 -0.39
O -1.63 0.27 1.24
S 1.46 -1.33 -0.53
H 0.72 1.45 -2.37
H 0.76 2.82 -1.24
H 2.03 1.59 -1.17
H 0.06 -0.65 2.02
H -0.51 -2.74 1.24
H -1.60 -2.16 0.11
H -0.64 1.51 0.02
H -2.39 -0.13 1.70
H 2.08 -0.54 -1.42
```

Its spin multiplicity is 1. The LUMO energy comes out at -4.3 eV. The calculation puts the energy above the lowest of the compared OMol25 structures with the same formula, charge and spin at 65.83 kJ/mol. The calculation puts the total energy at -19113.2589 eV. Its charge is +1.



(6)
The following is a DFT calculation (ωB97M-V with the def2-TZVPD basis set) of a structure of composition C3H9N2PS at a distorted geometry.

```
16
Properties=species:S:1:pos:R:3
C -2.91 -0.91 -0.01
C 2.66 1.87 -0.19
C -1.75 -0.31 0.70
N -0.83 0.20 0.05
N 2.18 0.49 -0.23
P 1.24 -0.07 0.84
S 1.07 -2.05 0.12
H -2.39 -1.51 -0.88
H -3.43 -1.64 0.60
H -3.59 -0.20 -0.42
H 2.39 2.35 -1.15
H 2.17 2.21 0.74
H 3.84 1.81 -0.11
H 1.94 -2.05 -0.83
H -1.47 -0.52 1.79
H -1.13 0.34 -1.01
```

Its spin multiplicity is 1. The LUMO energy comes out at 0.6 eV. The calculation puts the energy above the lowest of the compared OMol25 structures with the same formula, charge and spin at 289.47 kJ/mol. The calculation puts the total energy at -26358.9156 eV.



(7)
The following is a DFT calculation (ωB97M-V with the def2-TZVPD basis set) of the ion C3H9N2S with charge -1.

```
15
Properties=species:S:1:pos:R:3
N -0.14 1.41 0.55
C -0.16 -0.05 0.34
C -1.52 -0.72 0.20
S -2.62 -0.31 1.59
C 0.78 -0.40 -0.81
N 2.16 0.07 -0.70
H -0.51 1.52 1.49
H -0.91 1.79 0.00
H 0.29 -0.44 1.25
H -1.32 -1.78 0.22
H -1.91 -0.45 -0.79
H 0.40 0.05 -1.74
H 0.76 -1.47 -1.06
H 2.61 -0.30 0.13
H 2.10 1.08 -0.67
```

Its spin multiplicity is 1. The LUMO energy comes out at 4.2 eV. The calculation puts the energy above the lowest of the compared OMol25 structures with the same formula, charge and spin at 17.34 kJ/mol. The calculation puts the total energy at -17073.3464 eV. Its charge is -1.



(8)
The following is a DFT calculation (ωB97M-V with the def2-TZVPD basis set) of a structure of composition C3H9N2S at a distorted geometry.

```
15
Properties=species:S:1:pos:R:3
C 1.24 -1.04 -0.06
C -0.62 0.72 -0.47
C -0.16 -0.60 0.22
N -1.05 -1.66 -0.02
N 0.22 1.81 0.04
S 2.64 -0.15 0.14
H 1.28 -2.15 -0.32
H -1.73 0.76 -0.21
H -0.63 0.50 -1.54
H -0.22 -0.25 1.53
H -1.24 -2.37 0.69
H -1.77 -1.38 -0.56
H 0.26 2.52 -0.62
H 2.12 1.11 0.38
H -0.34 2.19 0.81
```

Its spin multiplicity is 1. The LUMO energy comes out at -6.1 eV. The calculation puts the energy above the lowest of the compared OMol25 structures with the same formula, charge and spin at 293.09 kJ/mol. The calculation puts the total energy at -17063.1290 eV. Its charge is +1.



(9)
The following is a DFT calculation (ωB97M-V with the def2-TZVPD basis set) of the ion C3H9N2S with charge +1 at a distorted geometry.

```
15
Properties=species:S:1:pos:R:3
C 1.31 -0.51 -0.08
C 0.03 -1.11 0.59
C 0.35 1.45 -0.04
N -2.19 -0.08 -0.68
N 1.46 0.81 0.34
S -1.16 0.28 0.74
H 2.24 -1.12 0.06
H 1.24 -0.58 -1.16
H -0.57 -1.93 -0.08
H 0.18 -1.41 1.54
H 0.08 2.56 0.34
H 0.25 1.41 -1.06
H -2.72 -0.90 -0.39
H 1.68 0.94 1.33
H -2.62 0.72 -0.98
```

Its spin multiplicity is 1. The LUMO energy comes out at -3.8 eV. The calculation puts the energy above the lowest of the compared OMol25 structures with the same formula, charge and spin at 236.54 kJ/mol. The calculation puts the total energy at -17063.7150 eV. Its charge is +1.



(10)
The following is a DFT calculation (ωB97M-V with the def2-TZVPD basis set) of the ion C3H9N2S with charge +1 at a distorted geometry.

```
15
Properties=species:S:1:pos:R:3
C 1.03 -0.74 -0.27
C 0.58 1.73 -0.03
C -1.16 0.27 0.80
N 0.24 0.47 0.46
N 0.85 -1.98 -0.10
S -2.06 -1.04 -0.13
H 1.94 -0.35 -0.64
H 0.49 1.79 -1.08
H -0.17 2.36 0.40
H 1.60 1.90 0.22
H -1.62 1.18 0.40
H -1.28 0.17 1.82
H 1.38 -2.74 -0.61
H -0.12 -2.37 0.12
H -1.70 -0.66 -1.36
```

Its spin multiplicity is 3. The LUMO energy (spin up / spin down) comes out at -2.9 / -7.6 eV. The calculation puts the energy above the lowest of the compared OMol25 structures with the same formula, charge and spin at 127.55 kJ/mol. The calculation puts the total energy at -17060.5766 eV. Its charge is +1. The expectation value of S² is 2.0071.



(11)
The following is a DFT calculation (ωB97M-V with the def2-TZVPD basis set) of a cluster of 2 separate species, C3H9N3 in total at a distorted geometry.

```
15
Properties=species:S:1:pos:R:3
C 0.08 -0.93 -1.04
C 0.81 -0.91 0.27
N -2.11 0.05 0.05
N -1.68 0.74 1.00
C 1.32 0.31 -0.41
N 0.83 1.53 -0.08
H -2.56 -0.85 0.32
H -0.13 1.49 0.35
H -1.87 0.39 1.96
H 1.46 2.27 0.17
H -0.52 -0.24 -1.61
H 0.28 -1.78 -1.67
H 0.22 -0.70 1.17
H 1.55 -1.69 0.40
H 2.30 0.30 -0.89
```

Its spin multiplicity is 1. The LUMO energy (spin up / spin down) comes out at 0.6 / 0.6 eV. The calculation puts the energy above the lowest of the compared OMol25 structures with the same formula, charge and spin at 502.77 kJ/mol. The calculation puts the total energy at -7722.3632 eV.



(12)
The following is a DFT calculation (ωB97M-V with the def2-TZVPD basis set) of a structure of composition C3H9N3 at a distorted geometry.

```
15
Properties=species:S:1:pos:R:3
C -1.25 0.20 -1.14
C -0.82 0.07 0.31
N -1.59 -0.05 1.35
H -2.50 0.36 1.18
H 0.21 1.06 0.34
H -1.79 -0.70 -1.45
H -1.91 1.06 -1.23
H -0.39 0.35 -1.79
N 0.47 -0.91 0.47
C 1.50 0.16 0.46
N 2.33 0.07 -0.54
H 0.34 -1.40 1.36
H 0.61 -1.53 -0.33
H 3.07 0.76 -0.46
H 1.72 0.50 1.48
```

Its spin multiplicity is 1. The LUMO energy (spin up / spin down) comes out at 0.9 / 0.9 eV. The calculation puts the energy above the lowest of the compared OMol25 structures with the same formula, charge and spin at 411.05 kJ/mol. The calculation puts the total energy at -7723.3137 eV.



(13)
The following is a DFT calculation (ωB97M-V with the def2-TZVPD basis set) of an isolated molecule of C3H9N3 at a distorted geometry.

```
15
Properties=species:S:1:pos:R:3
C 1.01 -0.70 1.91
C 1.12 -0.30 0.31
N -0.13 -0.53 -0.43
C -1.14 0.31 -0.83
N -0.80 1.63 -1.13
N -2.33 -0.16 -1.00
H 1.77 -0.22 2.55
H 1.12 -1.77 1.85
H 0.04 -0.47 2.26
H 1.43 0.75 0.02
H 2.02 -0.78 -0.06
H -0.34 -1.48 -0.52
H 0.14 1.87 -1.16
H -1.44 2.09 -1.78
H -2.48 -0.23 -1.98
```

Its spin multiplicity is 1. The LUMO energy comes out at 0.9 eV. The calculation puts the energy above the lowest of the compared OMol25 structures with the same formula, charge and spin at 170.31 kJ/mol. The calculation puts the total energy at -7725.8088 eV.



(14)
The following is a DFT calculation (ωB97M-V with the def2-TZVPD basis set) of the ion C3H9N3 with charge +1 at a distorted geometry.

```
15
Properties=species:S:1:pos:R:3
C -1.67 -0.82 -1.35
C -0.57 -0.74 -0.27
N -0.18 0.66 -0.03
C 0.91 0.96 0.68
N 1.39 0.13 1.63
N 1.41 2.16 0.40
H -2.56 -1.26 -0.91
H -1.91 0.19 -1.65
H -1.38 -1.53 -2.11
H 0.31 -1.33 -0.52
H -0.99 -1.11 0.67
H -0.09 1.22 -0.88
H 2.32 -0.27 1.51
H 0.76 -0.63 1.85
H 2.23 2.38 0.97
```

Its spin multiplicity is 2. The LUMO energy (spin up / spin down) comes out at -3.6 / -8.0 eV. The calculation puts the energy above the lowest of the compared OMol25 structures with the same formula, charge and spin at 45.17 kJ/mol. The calculation puts the total energy at -7718.5906 eV. Its charge is +1. The expectation value of S² is 0.7678.



(15)
The following is a DFT calculation (ωB97M-V with the def2-TZVPD basis set) of a cluster of 2 separate species, C3H9N3 in total at a distorted geometry.

```
15
Properties=species:S:1:pos:R:3
C 1.64 -0.72 0.10
C 4.00 0.16 0.08
C -2.61 1.11 -0.21
N -2.79 -1.12 0.18
N 2.71 -0.38 0.09
N -2.02 -0.13 0.02
H 0.64 -0.99 0.04
H 4.60 -0.22 -0.77
H 4.15 -0.32 1.05
H 3.92 1.25 0.07
H -1.92 1.51 -0.95
H -2.49 1.93 0.52
H -3.71 1.19 -0.45
H -3.81 -1.26 0.10
H -2.30 -2.00 0.14
```

Its spin multiplicity is 1. The LUMO energy comes out at -9.9 eV. The calculation puts the energy above the lowest of the compared OMol25 structures with the same formula, charge and spin at 342.13 kJ/mol. The calculation puts the total energy at -7705.7396 eV. Its charge is +2.



(16)
The following is a DFT calculation (ωB97M-V with the def2-TZVPD basis set) of the ion C3H9N3 with charge +2 at a distorted geometry.

```
15
Properties=species:S:1:pos:R:3
C -0.25 -0.28 -0.04
C -0.97 -0.73 2.30
C 0.46 0.17 -2.36
N 1.09 1.48 -0.37
N -0.28 -0.06 1.23
N 0.43 0.63 -0.99
H -0.67 -1.17 -0.34
H -1.65 -0.17 3.01
H -0.27 -1.13 2.97
H -1.49 -1.69 1.97
H -0.40 -0.05 -2.99
H 0.95 -0.79 -2.15
H 1.16 0.73 -2.89
H 1.44 2.36 -0.77
H 0.44 0.71 1.43
```

Its spin multiplicity is 1. The LUMO energy comes out at -12.5 eV. The calculation puts the energy above the lowest of the compared OMol25 structures with the same formula, charge and spin at 452.77 kJ/mol. The calculation puts the total energy at -7704.5929 eV. Its charge is +2.